A 2-piece molecular cluster, C16H27N4O8PS3 overall, computed with ωB97M-V with the def2-TZVPD basis set.

Spin multiplicity = 1
SMILES = N=[PH2][C@]1(CCCCCCCSc2nnco2)OS(=O)(=O)O[C@@H]1N=C=O.O=S1(=O)CCCC1
Total energy = -81148.7620 eV
Charge = 0
LUMO = -0.042 Ha
Maximum force = 11.29 eV Å⁻¹

Geometry (Å):
N 2.350420 -1.880388 5.662891
P 1.357085 -1.782948 4.386050
C -0.357672 -1.028564 4.744101
C -1.552536 -2.181458 4.540340
C -1.562743 -2.866050 3.055584
C -2.401402 -2.045516 1.907904
C -1.248094 -1.331468 0.929690
C -0.781084 -2.282399 -0.323752
C 0.708036 -1.755686 -0.864255
C 0.947259 -0.146971 -0.664968
S 2.185644 0.406393 -1.960291
C 2.607877 2.225108 -1.810678
N 4.069143 2.566016 -1.459463
N 4.176641 3.974413 -1.441378
C 2.801303 4.558536 -1.758946
O 1.818348 3.452933 -1.992940
O -0.888309 0.039110 3.832163
S -2.097592 1.080389 4.510135
O -1.654006 2.580395 4.606199
O -3.576802 0.765602 4.133194
O -1.970506 0.381927 6.093626
C -0.737201 -0.454931 6.225879
N 0.179330 0.474989 6.974499
C 0.990554 1.214081 6.153392
O 1.823383 1.630890 5.160017
H 1.823317 -1.525836 6.489661
H 1.956200 -0.948642 3.335246
H 1.264792 -3.151615 3.858547
H -2.632426 -1.750960 4.734106
H -1.423118 -3.073264 5.321709
H -2.117717 -3.916385 3.177215
H -0.513201 -3.114010 2.603674
H -3.114266 -1.217752 2.363312
H -3.059919 -2.797123 1.282952
H -0.282767 -1.187636 1.611451
H -1.635609 -0.282694 0.531332
H -0.602055 -3.399102 0.019054
H -1.531784 -2.253016 -1.222973
H 1.595902 -2.349056 -0.337990
H 0.826258 -2.005826 -2.024650
H -0.010693 0.515364 -0.787019
H 1.459022 0.003444 0.391707
H 2.624490 5.732153 -1.827301
H -1.036304 -1.415841 6.867723
O -1.770588 -0.363430 -6.769001
S -0.557397 0.035326 -6.086875
O 0.104178 -0.816940 -5.119191
C 0.634170 0.549155 -7.308252
C 0.356187 2.032180 -7.503471
C 0.132835 2.599660 -6.102514
C -0.813801 1.651042 -5.368979
H 0.509125 -0.035233 -8.221400
H 1.632406 0.387231 -6.890696
H 1.182791 2.531811 -8.017009
H -0.549619 2.168442 -8.106287
H 1.091290 2.647925 -5.571507
H -0.274401 3.614966 -6.137339
H -0.594720 1.611992 -4.298933
H -1.859662 1.929268 -5.525297

Forces on the atoms, in the same order (eV/Å):
-2.526 0.603 -0.601
2.492 0.258 1.613
-5.025 -0.366 0.381
0.220 -1.578 -0.111
-1.397 -0.970 -0.347
0.827 0.429 -0.393
-0.333 -0.420 0.184
1.072 0.467 0.071
0.338 -0.265 -1.009
-0.146 0.225 1.384
-0.199 1.776 -0.060
4.172 2.616 1.675
-6.376 1.853 -1.487
-6.747 -0.304 -1.658
3.946 -3.890 0.817
4.716 -0.036 1.056
-0.416 1.520 0.618
-2.251 1.941 2.192
-1.443 -6.562 -0.941
6.272 1.054 0.719
1.227 -0.789 -2.657
-0.683 0.026 0.376
4.751 3.426 -4.850
1.855 -2.208 -4.346
-6.737 -2.817 8.617
0.908 -0.277 -0.523
-0.989 -0.790 0.422
-0.594 1.443 -0.171
2.366 -0.486 -0.320
0.031 1.975 -1.528
1.309 2.228 -0.073
-1.869 0.504 1.085
1.545 -1.799 -0.832
1.368 1.546 1.216
-2.107 0.039 -1.488
0.946 -2.267 0.892
-0.637 2.255 -0.646
1.335 -0.075 1.886
-1.984 1.400 -0.935
-0.405 0.509 2.447
1.811 -1.532 0.369
-1.320 -0.022 -2.171
-0.185 -3.164 0.059
0.835 2.562 -1.023
0.360 -0.077 0.353
0.143 -0.402 0.141
-0.523 0.051 -0.345
0.364 0.128 -0.424
-0.078 0.187 -0.204
0.220 0.311 0.072
-0.183 0.580 0.392
-0.060 -0.080 0.220
-0.169 -0.047 0.000
-0.130 -0.087 0.054
0.136 -0.050 0.035
-0.133 -0.017 -0.067
0.066 -0.164 0.040
-0.111 -0.180 -0.166
0.128 -0.189 -0.009


C16H28AuN4SSi as an isolated structure, computed with ωB97M-V with the def2-TZVPD basis set.

Spin multiplicity = 1
Total energy = -45406.9288 eV
Charge = +1
LUMO = -0.149 Ha
Energy above the lowest of the compared OMol25 structures with the same formula, charge and spin = 0.0 kcal per mole
Maximum force = 0.85 eV Å⁻¹

Geometry (Å):
Au -0.617958 -1.172569 0.865247
N -4.744344 -2.364587 0.673958
C -3.421456 -2.277635 0.575951
S -2.748542 -0.853991 1.504234
N -2.796997 -3.180299 -0.166855
N -1.465726 -3.015570 -0.183482
C -0.664423 -3.634907 -0.947710
C 0.751740 -3.293867 -0.798377
C 1.736998 -4.014157 -1.451533
C 3.069327 -3.718941 -1.229734
C 3.390727 -2.716758 -0.331829
C 2.362549 -2.019660 0.273385
N 1.069692 -2.272492 0.026917
H -5.261701 -1.716804 1.241227
H -5.223532 -3.137399 0.240941
H -0.993878 -4.390773 -1.656637
H 1.442971 -4.815971 -2.115437
H 3.846034 -4.275785 -1.736145
H 4.416315 -2.461409 -0.108548
H 2.570760 -1.217183 0.965294
C -2.013719 2.265066 1.043717
Si -0.510569 1.304359 0.528563
C -0.411987 1.292601 -1.370078
C -1.732484 0.725381 -1.924598
C 0.757775 0.571580 -2.043162
C -0.291922 2.784044 -1.752942
C 0.959870 1.908150 1.569578
C 0.941782 1.208306 2.937126
C 0.805167 3.423136 1.817829
C 2.322216 1.715527 0.893197
H -1.933388 3.318504 0.783915
H -2.141896 2.198602 2.127324
H -2.910481 1.860816 0.574467
H -1.855341 -0.338451 -1.681320
H -1.742720 0.817017 -3.013867
H -2.601137 1.264351 -1.544781
H 0.740492 -0.508593 -1.888804
H 1.724499 0.952270 -1.715323
H 0.687460 0.739922 -3.121566
H -1.092305 3.397427 -1.338898
H -0.343396 2.881497 -2.841230
H 0.667323 3.199851 -1.437378
H 0.009036 1.396572 3.473246
H 1.758760 1.590198 3.554920
H 1.070448 0.125631 2.852182
H -0.134098 3.679007 2.304359
H 0.888741 3.999099 0.893742
H 1.610819 3.755566 2.478139
H 2.576271 0.662682 0.752771
H 3.103993 2.148105 1.523489
H 2.372235 2.212534 -0.075483

Forces on the atoms, in the same order (eV/Å):
-0.210 -0.320 -0.754
-0.153 0.048 0.102
0.699 -0.169 -0.242
-0.302 -0.364 -0.286
-0.370 0.461 0.296
-0.046 0.355 0.680
-0.397 -0.180 -0.138
0.121 0.031 0.053
-0.120 -0.139 -0.071
0.076 -0.010 0.015
0.019 0.040 0.019
-0.151 0.003 -0.113
0.632 0.465 0.272
-0.040 -0.011 -0.029
0.030 -0.008 -0.009
0.057 0.029 -0.021
0.019 0.009 -0.004
-0.010 -0.002 -0.004
-0.006 -0.005 0.017
-0.026 -0.086 0.013
-0.349 -0.397 0.206
0.446 -0.045 0.036
-0.080 0.069 -0.171
0.084 -0.054 0.054
-0.013 -0.119 0.079
-0.067 0.008 -0.004
0.209 0.191 0.055
0.060 -0.027 -0.084
-0.034 -0.011 -0.059
-0.007 -0.204 0.108
0.148 0.050 -0.038
-0.072 0.042 -0.019
-0.011 0.098 0.078
0.011 0.171 -0.049
0.031 0.015 -0.013
-0.021 -0.037 -0.009
-0.034 -0.008 0.055
0.014 -0.042 0.000
0.030 -0.010 -0.003
-0.004 0.015 0.011
0.005 -0.034 0.001
-0.020 0.043 0.017
-0.014 -0.049 0.009
-0.001 0.034 0.012
-0.011 0.013 0.010
-0.040 0.004 0.010
-0.068 0.009 0.000
0.024 -0.023 -0.014
-0.056 0.135 -0.095
-0.003 0.011 0.018
0.019 0.006 0.001


C16H28Br12NO5P as an isolated structure, computed with ωB97M-V with the def2-TZVPD basis set.

Spin multiplicity = 1
Total energy = -878570.4936 eV
Charge = 0
LUMO = -0.015 Ha
Maximum force = 2.27 eV Å⁻¹

Geometry (Å):
C 3.037816 -2.824091 0.822804
C 3.289461 -1.596863 1.730867
C 2.456881 -0.414782 1.105657
C 2.794565 0.965995 1.670683
C 3.207369 2.001070 0.627943
C 2.118288 2.338175 -0.391264
N 2.009333 1.324962 -1.470617
P 3.330215 1.257808 -2.540172
O 3.046097 0.532135 -3.784360
C 0.763481 1.390404 -2.161037
O 0.592508 1.962269 -3.206139
O -0.252566 0.718019 -1.534893
C -0.136457 -0.686990 -1.803428
C -0.750148 -1.543232 -0.731667
O -2.176438 -1.530897 -0.754602
C -2.824440 -0.443669 -0.231870
O -3.843207 -0.072564 -0.792893
C -2.329446 0.215126 1.030555
C -3.315417 1.239464 1.595442
H 3.763821 -3.612348 0.981784
H 2.014339 -3.195018 0.911506
H 3.154928 -2.494516 -0.205933
H 4.330621 -1.321493 1.580449
H 3.043791 -1.794480 2.763300
H 2.610046 -0.499649 0.038633
H 1.397175 -0.583340 1.302815
H 3.645772 0.840193 2.338346
H 1.986627 1.379295 2.257148
H 3.415388 2.921712 1.171282
H 4.153660 1.724942 0.169752
H 1.157087 2.429881 0.131053
H 2.330721 3.326801 -0.801429
H 3.863711 2.551809 -2.716884
H 4.295666 0.539753 -1.810443
H 0.920158 -0.951479 -1.840233
H -0.590715 -0.966971 -2.755446
H -0.324693 -1.337739 0.242183
H -0.464271 -2.563664 -0.969502
H -1.391919 0.721458 0.810023
H -2.102708 -0.525975 1.801841
H -2.949279 2.238835 1.404364
H -3.368351 1.092523 2.668916
H -4.319535 1.116663 1.215308
C -2.852650 -0.184894 -5.854240
Br -1.922651 -1.425594 -6.997394
Br -2.636397 -0.634259 -3.995013
Br -2.331458 1.633371 -6.205384
H -3.904093 -0.267070 -6.083729
C -0.023852 -1.386521 4.240765
Br 1.181419 0.092585 4.440003
Br -1.855081 -0.813730 4.325933
Br 0.350290 -2.391917 2.636656
H 0.142583 -2.048093 5.077483
C -4.161728 -4.483864 0.102688
Br -2.729533 -5.448773 -0.747791
Br -5.887002 -5.132231 -0.447228
Br -3.976953 -4.493660 2.021957
H -4.085837 -3.455234 -0.221643
C -1.324373 5.025152 1.536169
Br -0.843744 4.621039 3.355592
Br -0.691254 3.655619 0.333232
Br -3.214823 5.326549 1.346395
H -0.822797 5.941992 1.265707

Forces on the atoms, in the same order (eV/Å):
0.149 0.569 0.298
-0.776 0.396 -2.099
0.108 -0.625 1.243
0.869 -0.103 -0.674
-0.387 0.191 0.419
0.387 -0.395 0.535
-0.027 0.700 -0.298
0.180 -1.036 -0.562
-0.139 -0.027 -0.264
-0.518 0.490 -1.269
0.190 -0.294 1.105
0.261 0.087 0.033
0.274 -0.709 0.228
0.194 -0.160 -0.033
0.074 0.507 0.230
-1.836 0.699 -0.963
1.381 -0.827 0.746
0.023 -0.034 0.032
0.269 -0.391 0.243
-0.087 -0.324 0.196
0.225 -0.227 -0.002
0.053 -0.061 -0.242
0.271 0.014 0.499
0.189 0.109 0.305
0.019 0.322 -0.230
0.143 -0.066 -0.371
0.055 0.121 0.287
-0.253 0.058 0.039
0.061 0.223 -0.014
0.065 -0.101 -0.274
0.709 -0.534 -0.279
-0.089 0.092 -0.322
-0.169 0.094 0.329
-0.002 0.475 0.384
0.188 -0.036 -0.041
0.243 0.455 0.061
-0.221 0.297 0.264
-0.083 -0.233 -0.063
0.248 -0.069 -0.091
0.024 -0.174 -0.476
-0.231 0.249 -0.046
0.029 0.203 0.262
-0.094 0.032 -0.297
0.062 0.015 0.041
-0.008 0.027 0.015
-0.467 0.072 -0.304
0.007 -0.054 0.011
-0.025 -0.010 -0.005
-0.077 -0.133 0.013
-0.078 -0.047 0.205
0.004 -0.078 0.309
-0.741 -0.359 0.806
0.003 -0.045 0.000
-0.007 0.088 -0.014
-0.020 0.025 0.025
0.075 -0.007 0.029
0.021 0.030 -0.067
0.029 0.020 -0.015
-0.137 -0.020 0.011
-0.014 -0.027 -0.036
-0.695 0.551 0.160
0.080 -0.014 0.010
0.022 0.012 -0.016


A 8-piece molecular cluster, C16H28Cl6O23S5 overall, computed with ωB97M-V with the def2-TZVPD basis set.

Spin multiplicity = 1
SMILES = C[C@H]1COC(=O)O1.O=S1(=O)OCCO1.O=S1(=O)OCCO1.O=S1(=O)OCCO1.O=S1(=O)OCCO1.O=S1(=O)OCCO1.ClC(Cl)Cl.ClC(Cl)Cl
Total energy = -193444.4028 eV
Charge = 0
LUMO = -0.016 Ha
Energy above the lowest of the compared OMol25 structures with the same formula, charge and spin = 0.0 kcal per mole
Maximum force = 2.80 eV Å⁻¹

Geometry (Å):
C -0.640547 4.836758 0.297944
C -0.342288 4.214486 1.647790
C -0.101780 2.673552 1.544171
O 1.339241 2.613118 1.837490
C 1.796962 3.791157 2.309969
O 2.909561 3.915696 2.744638
O 0.887914 4.731350 2.164251
H 0.265960 4.774070 -0.317025
H -0.744998 5.920116 0.392422
H -1.445175 4.399237 -0.286862
H -1.054986 4.417605 2.446975
H 0.024140 2.288353 0.533664
H -0.673605 2.067884 2.241491
O 3.947184 2.946086 -2.485652
S 2.606003 3.387295 -2.289923
O 2.341043 4.349216 -1.261355
O 2.010137 3.791349 -3.712180
C 0.748071 3.166088 -4.004481
C 0.587211 2.042346 -3.016281
O 1.662237 2.091232 -2.079731
H -0.049297 3.910169 -3.938283
H 0.819211 2.904375 -5.059124
H 0.545199 1.052977 -3.471640
H -0.331183 2.138165 -2.428396
O -2.263393 0.730439 -0.453790
S -2.982786 -0.476828 -0.169703
O -3.271919 -1.407600 -1.212122
O -2.290885 -1.300985 1.036087
C -2.794972 -0.896843 2.291813
C -4.263679 -0.587391 2.008412
O -4.334947 -0.166991 0.640258
H -2.691745 -1.685553 3.033504
H -2.315071 0.007116 2.674484
H -4.727759 0.212253 2.594751
H -4.998662 -1.372846 2.210265
O -2.046985 -3.660422 5.376243
S -0.690373 -3.928111 4.995881
O 0.251962 -4.491562 5.902319
O -0.711499 -4.761521 3.617791
C 0.346918 -4.434912 2.741127
C 0.437289 -2.899042 2.946871
O -0.041527 -2.631730 4.279103
H 1.251417 -4.948984 3.069662
H 0.131942 -4.664300 1.702712
H -0.204437 -2.312252 2.290279
H 1.435166 -2.472489 2.854819
O -1.625944 -1.722419 -5.990292
S -1.076571 -0.771836 -5.071762
O 0.351512 -0.829922 -4.849461
O -1.519717 0.744121 -5.530347
C -2.578423 1.266484 -4.719903
C -3.020786 0.094300 -3.865514
O -1.845966 -0.684240 -3.656642
H -2.215389 2.161222 -4.203301
H -3.370274 1.690307 -5.339711
H -3.709369 -0.492599 -4.479026
H -3.470648 0.332155 -2.908701
O 4.344246 -2.682447 1.661721
S 5.477970 -1.843511 1.924912
O 6.735355 -2.400894 2.284117
O 5.589173 -0.839457 0.632570
C 4.917538 0.410040 0.878725
C 4.307822 0.285996 2.251996
O 5.110730 -0.642693 2.962244
H 5.607216 1.253661 0.821775
H 4.222925 0.459451 0.039671
H 3.295707 -0.133197 2.202210
H 4.203839 1.241380 2.762035
Cl 0.915147 -0.399548 0.484808
C 0.704734 -1.300898 -1.005012
Cl 0.501472 -3.016950 -0.574364
Cl 2.138383 -1.066776 -1.978988
H -0.184020 -0.938290 -1.510660
Cl -3.184401 -4.502194 1.341642
C -2.796589 -4.780784 -0.364498
Cl -4.209111 -5.242030 -1.301689
Cl -1.576434 -6.057927 -0.387828
H -2.370389 -3.862660 -0.751339

Forces on the atoms, in the same order (eV/Å):
1.026 0.893 -0.154
-0.536 -1.036 -0.204
2.530 1.062 -0.562
-0.537 -0.496 1.029
1.497 -1.040 -0.072
-0.791 0.219 -0.188
-0.406 0.915 0.055
-0.051 -0.408 0.139
-0.525 -0.082 0.112
-0.296 -0.091 0.410
-0.370 0.127 -0.379
-1.582 -0.013 -0.140
0.051 -0.110 -0.100
-0.574 0.241 0.105
0.534 -0.729 0.221
-0.269 -0.418 -0.824
0.046 0.263 0.545
0.227 1.107 -0.767
-0.969 -0.993 0.733
0.539 0.751 -0.135
0.105 0.039 0.276
-0.036 -0.514 0.161
0.457 0.075 -0.080
-0.030 0.188 -0.112
-0.471 -0.553 0.088
-0.495 -0.852 1.327
0.334 0.474 0.238
0.393 0.226 -1.112
-1.018 0.641 0.768
-1.380 0.351 0.861
0.733 0.162 -0.839
0.185 -0.217 -0.256
0.343 -0.092 -0.259
0.806 0.326 0.027
0.603 -0.631 -0.644
1.109 -0.157 -0.253
0.279 0.310 -1.598
-0.481 0.237 -0.136
-1.251 -0.948 0.604
0.770 1.516 0.651
0.215 0.228 -0.166
-0.266 -0.270 0.941
0.061 0.081 -0.111
-0.430 -0.284 0.175
-0.136 -0.418 -0.230
0.133 -0.319 0.101
-0.258 0.792 0.995
1.324 0.259 -0.680
-1.922 0.466 0.184
0.480 -0.900 -0.001
0.069 0.929 0.039
-0.828 0.033 -0.558
0.827 -0.414 -0.535
0.352 -0.432 0.458
-0.091 -0.618 -0.270
-0.155 -0.123 0.300
0.185 0.058 -0.064
0.466 0.343 0.584
-0.396 1.334 -0.902
-0.579 0.351 -0.163
0.800 -0.945 1.130
0.125 -0.135 -0.872
-1.772 0.106 -0.083
0.707 -1.022 -0.154
0.270 -0.311 -0.041
-0.378 0.470 0.398
0.074 0.047 -0.148
0.497 -0.113 0.237
-0.104 0.499 0.394
0.429 -0.298 0.375
-0.209 0.054 -0.396
-0.055 -0.172 -0.353
0.045 -0.124 -0.136
-0.304 0.232 0.049
0.136 -0.200 0.435
0.061 0.146 0.049
0.175 -0.003 -0.363
-0.047 -0.066 -0.153


HOMO-LUMO gap list, top to bottom, in eV: 7.88, 7.65, 9.44, 10.42